[1]
The following is a quantum chemistry calculation of a molecular structure, C41H48N4O6P2ReSTe in a non-equilibrium geometry, from OMol25.

Structure (ORCA input):
```
! RIJCOSX wB97M-V def2-TZVPD def2/J DEFGRID3
* xyz 2 2
Re -0.59399 0.71135 0.64728
Te -0.39810 -2.13016 -3.48179
S -1.72337 -1.61724 -0.52908
P -1.38310 2.35894 2.22350
P -2.11913 1.94589 -0.87124
O -0.71896 -2.68836 -0.55606
O -1.80979 -1.07375 0.93837
O 0.52706 0.98815 2.30681
O -0.88853 -0.34939 -1.07217
O -3.16873 0.17572 -2.79385
O 0.79879 0.01530 4.45553
N 3.50860 -6.78423 -0.61377
N 0.82188 -0.96034 0.97308
N 2.98711 -5.01647 0.78317
N 3.72228 -4.61802 -1.35702
C 0.66650 3.96035 1.32794
C -5.61781 -0.02198 -1.01795
C 0.24042 -0.08411 3.14337
C -2.88762 3.37082 2.05361
C -0.58499 3.87728 -2.11198
C 4.36523 -4.20561 -4.55788
C 0.28528 4.37707 -3.06693
C -3.44645 0.91947 -1.62269
C 0.66784 -1.38091 2.39046
C -0.63545 1.75773 -3.26337
C 1.03507 5.32971 3.70220
C -2.86710 4.21109 0.77793
C 0.08459 4.32135 3.62842
C -0.92639 0.30353 6.28146
C 3.40734 -5.46983 -0.39576
C -6.16569 0.36346 -2.30696
C 0.61050 -3.93321 -4.02692
C -5.44533 1.06516 -3.19031
C -4.37297 0.30634 -0.64847
C 1.92060 -2.03763 2.95459
C 0.69243 3.57327 -4.12345
C 1.79569 5.65952 2.58909
C 4.80939 -3.01347 -3.99431
C 3.00911 -4.50532 -4.56190
C 2.52800 -2.41918 -3.45010
C 1.61125 4.97131 1.39859
C 2.15502 -3.47390 2.47686
C 2.73884 -3.60472 1.07480
C -1.04979 2.56032 -2.19727
C 0.22372 2.27006 -4.22275
C 1.52738 -1.46103 -2.85468
C -1.70469 1.38115 6.20161
C -3.20592 3.36142 -0.43731
C 2.08261 -3.61981 -4.00940
C -1.62532 1.42767 3.75436
C -0.48665 -0.39536 5.03667
C -0.10949 3.63179 2.43821
C -1.96452 2.01469 4.90636
C 3.89363 -2.12671 -3.44630
C -4.02028 1.31503 -2.95778
C -1.18056 -0.01700 3.73801
H -6.27171 -0.51630 -0.31108
H 0.59773 -1.73132 0.33390
H 5.07127 -4.88338 -5.02070
H 3.26310 -7.45187 0.09623
H -0.48200 4.07044 4.51376
H 1.21589 -4.03392 2.52217
H -0.47504 -1.47667 5.20122
H 0.34617 -4.70948 -3.30792
H 0.51343 1.65192 -5.06292
H 3.69354 -3.62431 -1.20968
H 1.67235 -0.42973 -3.17027
H -0.64784 -0.11577 7.23906
H -2.07421 1.86575 7.09538
H -3.54305 2.11508 -3.51618
H 0.63455 5.39825 -2.99237
H 1.76767 -0.61864 0.82517
H 1.18341 5.85629 4.63526
H 3.94714 -4.92107 -2.29609
H -3.60476 5.01074 0.85385
H 1.36119 3.96799 -4.87661
H 0.55032 3.40726 0.39667
H 2.84750 -3.95337 3.17393
H -4.01985 0.12090 0.36007
H 1.52365 -1.48026 -1.76098
H -2.91996 4.01687 2.93357
H -2.34525 3.02909 4.92392
H -0.90410 4.52571 -1.30498
H -7.20880 0.15450 -2.50250
H -5.89736 1.47960 -4.08139
H 0.26566 -4.24875 -5.00913
H -1.93948 -0.68395 3.33064
H 3.94999 -7.13630 -1.44564
H -4.18665 2.90525 -0.27202
H 2.66021 -5.42116 -5.02453
H 5.86225 -2.76423 -4.00998
H 2.79601 -1.40515 2.76990
H 3.68360 -3.05406 1.01703
H -1.89705 4.70248 0.67355
H -3.76721 2.72256 2.09030
H 2.05042 -3.21595 0.32012
H 4.23712 -1.18350 -3.03644
H -1.02218 0.75473 -3.35888
H 2.20802 5.21432 0.52914
H -0.16071 -2.08942 2.41610
H -3.29373 3.96086 -1.34537
H 2.53478 6.44655 2.65208
H 1.81922 -2.06107 4.03904
H 2.78932 -5.68469 1.51072
*
```

- Total energy: -3688.2543 a.u.
- Max |F|: 0.04521 hartree/bohr
- Energy above the lowest of the compared OMol25 structures with the same formula, charge and spin: 6.8061 eV
- Expectation value of S²: 0.757
- Frontier orbital gap (spin up / spin down): 5.335 / 5.110 eV

Atom charges from the Löwdin analysis, given in e for atoms 1 to 99: 1.3561 1.4073 0.6767 0.9596 1.0118 -0.5386 -0.5366 -0.2998 -0.7436 -0.0348 0.0306 0.2136 -0.0194 0.0947 0.2483 -0.1173 -0.0375 -0.5214 -0.2947 -0.0994 -0.0960 -0.0574 -0.5174 -0.2343 -0.0919 -0.0467 -0.2666 -0.0530 0.0164 -0.4151 -0.0437 -0.4187 -0.0004 -0.0828 -0.1190 -0.0497 -0.0529 -0.0836 -0.0515 -0.2944 -0.0575 -0.1562 -0.1663 -0.3399 -0.0498 -0.4114 -0.0333 -0.2877 -0.2950 -0.2540 -0.2033 -0.3351 -0.0534 -0.0538 -0.1945 -0.1442 0.1172 0.0333 0.1127 0.1313 0.0976 0.1305 0.1596 0.0586 0.1178 0.1046 0.0535 0.1206 0.1165 0.1493 0.1152 0.1236 0.1167 0.0996 0.1259 0.1162 0.0746 0.1262 0.0951 0.0264 0.0968 0.1065 0.0938 0.1150 0.1195 0.0583 0.1477 0.1334 0.0979 0.1232 0.1119 0.1393 0.1384 0.0899 0.1038 0.1082 0.1188 0.0438 0.1132

[2]
The following is a quantum chemistry calculation of 8 unconnected molecules or ions with the total composition C41H48N8O4S in a non-equilibrium geometry, from OMol25.

Structure (ORCA input):
```
! RIJCOSX wB97M-V def2-TZVPD def2/J DEFGRID3
* xyz 0 1
S -4.37974 1.46052 -0.74129
O -4.55447 2.35665 -1.80767
O -4.20438 0.09705 -1.00330
O -3.13605 1.94669 0.14061
O -5.49323 1.69882 0.33667
N -0.80034 5.58740 -3.52485
N -1.40841 -5.92942 -1.94985
N 2.05542 1.25531 -1.81488
N -3.87903 -4.42049 1.49188
N 6.25248 -0.73520 -0.67979
N 1.07325 3.05986 0.84767
N 10.63660 -0.56910 2.57980
N -4.14769 -3.55204 7.00417
C -5.44821 -3.18379 4.56888
C -3.77723 -4.21427 5.90975
C -5.28348 -5.28020 -0.24827
C 5.95154 -0.36980 2.06582
C 10.49070 0.60894 1.97814
C -1.03146 -6.58870 -3.04269
C -0.38286 2.90496 0.59414
C 1.30347 -0.98781 -2.21333
C -0.99057 4.16175 -0.04315
C -2.02490 4.90408 0.78862
C -5.37768 -4.02063 -0.81752
C -5.16772 -2.70637 6.88431
C -4.71389 -2.96163 -0.22127
C -4.38793 -4.06785 4.67246
C -1.64052 -6.44098 -4.27886
C 4.91401 -0.07781 1.19602
C 5.11417 -0.27891 -0.16142
C 1.12626 -0.70838 -3.55807
C 11.22298 1.73862 2.30825
C 7.14258 -0.84761 1.54444
C 7.23942 -1.00954 0.17060
C -2.40901 5.93162 -5.77180
C -4.98928 2.43500 1.47470
C 1.41927 0.56497 -4.01811
C -3.42843 4.30444 0.74957
C -3.97893 -3.21877 0.92642
C -2.70366 -5.55932 -4.38616
C -1.53809 4.59121 -4.00924
C -3.53168 2.84848 1.14300
C -2.43210 -5.08667 -2.06912
C -0.86394 6.75503 -4.15946
C -5.84989 -2.48659 5.69735
C -2.35446 4.70900 -5.12370
C 1.88046 1.50576 -3.10989
C 12.32579 0.42091 3.95992
C -3.11205 -4.86602 -3.25895
C 12.16071 1.63963 3.32241
C -1.64817 6.97974 -5.28066
C 1.76560 0.02618 -1.39006
C 11.54232 -0.64738 3.55168
C -4.52716 -5.42515 0.90410
H -2.11894 5.90052 0.36701
H -5.78470 -6.13194 -0.68700
H -1.46919 3.65126 -3.47097
H 11.64110 -1.61902 4.02313
H -5.64883 3.26160 1.67201
H 9.74373 0.64142 1.19201
H -1.66123 7.95151 -5.75459
H 1.91333 -0.14915 -0.32857
H -3.43735 -2.42145 1.42513
H 4.33075 -0.06241 -0.87562
H -3.89407 4.47040 -0.21545
H -5.44903 -2.18031 7.79048
H -1.28925 -7.00206 -5.13384
H -3.03466 6.06581 -6.64479
H -0.19680 -7.26946 -2.91440
H -5.96056 -3.86727 -1.71715
H 7.98138 -1.08891 2.18475
H -0.16098 4.83120 -0.22493
H -4.75134 -1.96042 -0.62815
H -1.70757 5.04794 1.81819
H 0.76582 -1.47110 -4.23603
H -4.03892 4.84346 1.46874
H -2.99842 2.68206 2.06785
H -0.52144 2.08426 -0.09634
H 13.04562 0.29901 4.75731
H -6.67484 -1.78781 5.66100
H -4.98131 1.72463 2.29341
H -1.41174 3.92204 -1.01370
H -5.95308 -3.04150 3.62088
H 12.75305 2.49802 3.61173
H 3.96784 0.30038 1.56005
H 2.12406 2.51330 -3.42848
H 1.51303 2.27434 0.38361
H -2.71170 -4.56505 -1.16314
H -3.20582 -5.41472 -5.33430
H 11.06041 2.66961 1.78336
H 1.24845 2.93110 1.83752
H -0.88062 2.63785 1.51639
H -2.94394 -4.89672 6.03681
H 1.29520 0.82618 -5.05987
H -2.93203 3.86361 -5.47104
H -0.25189 7.54800 -3.74343
H -4.04564 -4.62704 3.81225
H 1.08824 -1.96780 -1.81018
H -4.42972 -6.39227 1.38555
H 8.15570 -1.37906 -0.27798
H -3.93744 -4.16956 -3.29982
H 5.83498 -0.22669 3.13253
*
```

- Total energy: -2728.2444 a.u.
- Max |F|: 0.03754 hartree/bohr
- Frontier orbital gap: 9.453 eV

Atom charges from the Löwdin analysis, given in e for atoms 1 to 99: 0.5665 -0.2035 -0.2117 -0.1490 -0.1693 0.0591 0.0626 0.0558 0.0498 0.0563 0.0100 0.0518 0.0477 -0.0849 -0.1530 -0.0766 -0.0792 -0.1554 -0.1590 -0.2616 -0.0611 -0.1888 -0.1876 -0.0984 -0.1676 -0.0648 -0.0738 -0.0784 -0.0729 -0.1516 -0.0740 -0.0692 -0.0824 -0.1607 -0.0831 -0.0877 -0.0686 -0.1430 -0.1490 -0.0821 -0.1570 -0.3340 -0.1478 -0.1575 -0.0825 -0.0693 -0.1430 -0.0750 -0.0676 -0.0816 -0.0767 -0.1811 -0.1546 -0.1504 0.1092 0.1057 0.0976 0.1028 0.1291 0.0952 0.0994 0.0989 0.1111 0.0775 0.1254 0.0992 0.0991 0.1041 0.1019 0.1077 0.0831 0.1019 0.0722 0.1157 0.1061 0.1188 0.1484 0.0932 0.1001 0.0961 0.1311 0.0882 0.1000 0.1047 0.0941 0.1073 0.0158 0.0813 0.1039 0.1022 0.0542 0.0921 0.1020 0.1011 0.1022 0.1021 0.0703 0.1054 0.1080

Question: Which of these has the highest max |F|?
Answer: C41H48N4O6P2ReSTe

Question: The highest max |F| belongs to which entry?
Answer: C41H48N4O6P2ReSTe

Question: The highest total energy belongs to which entry?
Answer: C41H48N8O4S